C34H34Cl3N6O4Ti as an isolated structure, computed with ωB97M-V with the def2-TZVPD basis set.

XYZ file:
```
82
Properties=species:S:1:pos:R:3
Ti 0.28186 -0.14861 -0.25152
C 3.95565 -1.66535 3.13534
N 3.68630 -0.81377 1.97462
C 4.81534 -0.54013 1.08191
C 2.47380 -0.41288 1.67204
O 2.18325 0.24481 0.64124
C 1.31796 -0.76661 2.59307
O 0.13458 -0.16644 2.07957
C -0.22351 1.10714 2.61438
C -0.12339 2.18098 1.53664
O -0.01062 1.81109 0.34269
N -0.18364 3.45089 1.87017
C -0.09258 4.49365 0.84429
C -0.42404 3.93892 3.22583
H 5.02166 -1.63624 3.34052
H 3.43858 -1.30732 4.02309
H 3.66934 -2.69857 2.93418
H 5.60731 -0.05009 1.64521
H 5.19598 -1.47783 0.67714
H 4.49245 0.10740 0.27499
H 1.15972 -1.84617 2.58660
H 1.50023 -0.45299 3.62085
H -1.26435 1.03751 2.93832
H 0.39112 1.34556 3.48090
H 0.22179 4.05896 -0.09728
H -1.06446 4.97256 0.72009
H 0.63123 5.23979 1.16830
H -0.66405 3.13314 3.91202
H 0.45148 4.47550 3.59066
H -1.26898 4.62613 3.20714
N -3.58697 -9.77103 -0.10428
C -3.15484 -8.70741 -0.12350
C -2.61322 -7.37616 -0.14737
C -2.88775 -6.53285 -1.22163
C -2.37025 -5.24969 -1.23723
C -1.56614 -4.80430 -0.19161
C -1.28901 -5.65329 0.87594
C -1.81488 -6.93302 0.90478
C -1.00622 -3.42706 -0.21724
C -1.90858 -2.36623 -0.06907
C -3.29351 -2.46165 0.18849
C -3.77577 -1.17283 0.34582
C -2.67682 -0.32643 0.18690
N -1.55054 -1.01917 -0.05702
C 0.37388 -3.29718 -0.40445
C 1.28138 -4.34360 -0.69679
C 2.50717 -3.76134 -0.95256
C 2.31769 -2.37978 -0.81739
N 1.05437 -2.08080 -0.48223
H -3.50526 -6.88716 -2.03550
H -2.58434 -4.59044 -2.06921
H -0.66650 -5.30733 1.69159
H -1.61103 -7.59316 1.73650
H -3.85395 -3.37997 0.25808
H -4.78996 -0.87074 0.54942
H -2.66065 0.75355 0.23414
H 1.03604 -5.39262 -0.73720
H 3.42424 -4.25698 -1.22687
H 3.04574 -1.59557 -0.96440
C 1.68197 1.41196 -3.77544
C 0.64769 0.42756 -3.35042
O 0.50930 0.20602 -2.13112
C -0.20308 -0.25815 -4.30198
C -0.08669 -0.01298 -5.67515
C -0.90621 -0.67484 -6.56833
C -1.84552 -1.58554 -6.10045
C -1.97159 -1.83525 -4.73676
C -1.15795 -1.17691 -3.83921
H 2.24912 1.74553 -2.91200
H 1.19055 2.26877 -4.24160
H 2.35048 0.97678 -4.51834
H 0.64076 0.69623 -6.04720
H -0.81646 -0.48496 -7.62895
H -2.48461 -2.10449 -6.80284
H -2.70931 -2.54371 -4.38452
H -1.25179 -1.35968 -2.77679
Cl -3.06238 5.40948 -1.59075
C -3.64935 3.77611 -1.27818
Cl -5.17774 3.48990 -2.09367
Cl -3.83630 3.51949 0.47815
C -2.65353 2.81868 -1.74976
N -1.85628 2.05450 -2.05633
```

As for the expectation value of S²: 0.753. For the relative energy (zero: lowest compared OMol25 entry of this formula, charge and spin), the calculation gives 0.115 eV. Its net charge is +2. The spin multiplicity is 2. For the HOMO energy (alpha / beta), the calculation gives -12.81 / -12.81 eV. The HOMO-LUMO gap (alpha / beta) is 6.83 / 6.84 eV.

Atom charges from the Mulliken analysis, given in e for atoms 1 to 2: Ti 0.529; C -0.928



C6H8N2 in the gas phase at a distorted geometry, computed with ωB97M-V with the def2-TZVPD basis set.

XYZ file:
```
16
Properties=species:S:1:pos:R:3
C 1.69808 -0.57757 0.48029
C 1.21722 0.60373 -0.51473
C 0.30833 1.66726 -0.01703
C -2.24528 -0.61171 -0.02993
C -0.76055 -0.74768 0.09082
C 0.65712 -0.89758 -0.52744
H 2.67184 -1.03752 0.33464
H 1.43781 -0.40716 1.52850
H 2.06763 0.95687 -1.14833
H 0.61881 2.68351 0.07989
H -2.70604 -0.54803 0.93670
H -2.88748 -0.90877 -0.84588
H -0.59641 -0.58944 1.15683
H 0.83534 -1.59147 -1.29242
N -0.95436 1.56809 0.18416
N -1.36206 0.43748 -0.41608
```

For the relative energy (zero: lowest compared OMol25 entry of this formula, charge and spin), the calculation gives 4.958 eV. The spin multiplicity is 1. For the HOMO energy, the calculation gives -8.50 eV. The HOMO-LUMO gap is 9.64 eV.

Atom charges from the natural (NBO) analysis, given in e for atoms 1 to 2: C -0.389; C -0.315



C10H40Cd2N2O11 as an isolated structure at a distorted geometry, computed with ωB97M-V with the def2-TZVPD basis set.

XYZ file:
```
65
Properties=species:S:1:pos:R:3
Cd 5.32065 4.75697 4.05271
Cd 3.18433 6.27786 -2.39460
O 2.37156 2.41294 -2.70218
C 2.11203 1.39641 -1.75229
C 2.75522 1.67832 -0.37359
O 3.15973 3.04242 0.04409
H 2.38755 0.37562 -2.01723
H 1.02904 1.30909 -1.66508
H 3.66465 1.08362 -0.28772
H 2.06918 1.32734 0.39729
C -4.51719 1.54499 2.51546
C -5.03998 1.08629 3.83780
C -4.22507 -0.01212 4.43769
O -4.87326 -0.39173 5.71463
C -3.98114 -1.28667 6.40961
N -5.07024 2.20388 4.76532
H -4.70443 0.82696 1.71704
H -3.45306 1.77770 2.55510
H -4.87144 2.55507 2.30966
H -6.04969 0.69614 3.70990
H -3.20768 0.37389 4.50107
H -4.19973 -0.85267 3.74421
H -2.93058 -1.08842 6.19721
H -4.10739 -2.33987 6.15873
H -4.00817 -1.13646 7.48888
H -5.78027 2.02752 5.46164
H -4.17747 2.23538 5.23655
C -4.35520 -6.64122 -0.91066
C -3.81013 -6.72074 -2.36840
C -2.56918 -5.88414 -2.59860
O -2.25699 -5.92238 -3.99927
C -1.44849 -4.83179 -4.42745
N -3.47131 -8.04751 -2.80042
H -3.73205 -7.05605 -0.11838
H -5.28715 -7.20413 -0.85857
H -4.52288 -5.59462 -0.65646
H -4.58515 -6.30639 -3.01318
H -1.73984 -6.22056 -1.97641
H -2.70703 -4.83463 -2.33854
H -0.93768 -5.01098 -5.37353
H -0.63184 -4.65050 -3.72864
H -2.08919 -3.95607 -4.53089
H -2.82643 -7.89587 -3.56281
H -2.81459 -8.37618 -2.10704
O 7.96769 1.76219 4.02630
H 8.90384 1.69245 3.83923
H 7.69355 0.86510 4.21685
O 8.44586 -0.11564 -1.83708
H 7.62169 0.33756 -1.65940
H 9.11625 0.56180 -1.74827
O 2.99117 2.55893 6.27808
H 3.10505 1.64126 6.52536
H 2.23980 2.85454 6.79219
O 5.25899 1.40650 -7.75759
H 4.67317 0.91226 -8.33098
H 4.67388 1.86679 -7.15591
O 7.76813 7.29251 2.48826
H 8.44653 7.22372 1.81649
H 7.74139 8.22380 2.70784
O 2.44115 8.09212 -5.88263
H 1.81570 8.76407 -6.15380
H 3.05689 8.02874 -6.61276
O -2.52346 2.81652 -5.61289
H -2.91891 3.59298 -5.21669
H -1.59020 2.89509 -5.41518
```

Its net charge is +2. The spin multiplicity is 1. For the HOMO energy, the calculation gives -12.35 eV. The HOMO-LUMO gap is 0.94 eV.

Atom charges from the natural (NBO) analysis, given in e for atoms 1 to 2: Cd 0.822; Cd 0.713



C6H8N2 in the gas phase at a distorted geometry, computed with ωB97M-V with the def2-TZVPD basis set.

XYZ file:
```
16
Properties=species:S:1:pos:R:3
C 0.09568 -1.73479 0.46454
C 1.00403 -0.84349 1.59147
C -0.51034 2.25233 -0.09836
C -1.00750 1.36192 -1.27262
C -0.51793 0.13532 -1.54421
C 0.40707 -0.42102 -0.53256
H -1.15629 -1.83134 0.72686
H 0.43884 -2.88980 0.07508
H 2.16880 -1.08579 1.42893
H 0.64923 -0.93820 2.72918
H -1.05075 3.41426 0.09712
H -1.80360 1.67329 -1.94041
H -0.79743 -0.53898 -2.44437
H 1.43893 -0.53722 -0.97176
N 0.44945 0.31212 0.73120
N 0.19183 1.67138 0.95991
```

For the relative energy (zero: lowest compared OMol25 entry of this formula, charge and spin), the calculation gives 5.964 eV. The spin multiplicity is 1. For the HOMO energy, the calculation gives -7.60 eV. The HOMO-LUMO gap is 8.17 eV.

Atom charges from the natural (NBO) analysis, given in e for atoms 1 to 2: C -0.394; C -0.219



A 2-piece molecular cluster, C2H7NO4S2 overall at a distorted geometry, computed with ωB97M-V with the def2-TZVPD basis set.

XYZ file:
```
16
Properties=species:S:1:pos:R:3
C 0.02654 -0.68038 1.06887
C -0.34006 -0.08909 -0.37081
N -0.65755 -1.88311 1.46483
O 1.07620 1.47096 -2.06760
O 0.37756 2.39864 0.18434
O 2.11252 0.75813 -0.04145
O -2.07014 0.70577 0.02159
S -0.55548 -1.31798 -1.55678
S 0.77031 1.32068 -0.67775
H 1.07344 -0.91641 1.04141
H -0.22817 0.22465 1.65809
H -0.77761 -0.51460 -2.70156
H -1.67432 -1.81919 1.40303
H -0.30348 -2.61216 0.77991
H -1.71952 1.63066 0.13481
H 2.88977 1.32343 -0.34095
```

For the relative energy (zero: lowest compared OMol25 entry of this formula, charge and spin), the calculation gives 1.593 eV. The spin multiplicity is 1. For the HOMO energy, the calculation gives -10.03 eV. The HOMO-LUMO gap is 9.79 eV.

Atom charges from the natural (NBO) analysis, given in e for atoms 1 to 2: C -0.262; C -0.233